1.
{"formula": "C23H54N2O8P2S", "method": "the ωB97M-V functional and the def2-TZVPD basis", "symbols": ["C", "O", "C", "C", "C", "C", "C", "C", "C", "C", "O", "S", "O", "O", "C", "P", "N", "O", "O", "C", "C", "C", "C", "N", "C", "P", "C", "C", "H", "H", "H", "H", "H", "H", "H", "H", "H", "H", "H", "H", "H", "H", "H", "H", "H", "H", "H", "H", "H", "H", "H", "H", "H", "H", "H", "H", "H", "H", "H", "H", "H", "H", "H", "H", "H", "H", "C", "C", "C", "O", "H", "H", "H", "H", "H", "H", "H", "H", "C", "C", "C", "O", "H", "H", "H", "H", "H", "H", "H", "H"], "xyz": [[5.1301, 2.2237, -1.8764], [4.4726, 0.9849, -1.7532], [3.0654, 1.1172, -1.6426], [2.4771, -0.2654, -1.4500], [2.4235, -1.1000, -2.7438], [1.0610, -1.7321, -3.0768], [0.3793, -2.4896, -1.9193], [-1.1602, -2.3412, -1.8023], [-1.6766, -1.5836, -0.5659], [-1.7147, -0.0347, -0.5988], [-0.9989, 0.3665, -1.8037], [-1.1472, 1.8084, -2.4025], [-0.9033, 2.7921, -1.4016], [-0.3806, 1.7879, -3.6077], [-2.8787, 1.7461, -2.8622], [-3.5671, 3.4459, -3.0107], [-4.0916, 4.0680, -1.7149], [-4.7135, 3.2419, -4.1307], [-2.4066, 4.2260, -3.7949], [-3.6871, 0.7325, -1.9926], [-5.2049, 0.9516, -2.0715], [-6.0470, -0.1499, -1.4231], [-6.0274, -1.4832, -2.1742], [-6.6919, -1.4765, -3.4792], [-3.1444, 0.5502, -0.5548], [-3.1854, 2.0131, 0.6390], [-4.9788, 2.2852, 0.9500], [-2.7946, 1.0113, 2.1667], [5.1469, 2.5686, -2.9169], [6.1554, 2.0936, -1.5302], [4.6478, 2.9923, -1.2615], [2.8211, 1.7646, -0.7889], [2.6540, 1.5915, -2.5437], [1.4916, -0.1747, -0.9989], [3.1093, -0.7696, -0.7150], [3.1951, -1.8725, -2.7235], [2.6933, -0.4397, -3.5737], [0.4060, -0.9631, -3.4839], [1.2275, -2.4471, -3.8880], [0.8368, -2.2327, -0.9607], [0.5931, -3.5515, -2.0566], [-1.5723, -1.9222, -2.7247], [-1.5888, -3.3430, -1.7171], [-1.0545, -1.8871, 0.2802], [-2.6867, -1.9344, -0.3416], [-1.1214, 0.3439, 0.2352], [-2.7902, 1.3352, -3.8729], [-3.6045, 4.9127, -1.4399], [-4.5824, 2.4576, -4.6800], [-2.6529, 4.4687, -4.6975], [-3.5100, -0.2320, -2.4862], [-5.4848, 0.9465, -3.1311], [-5.4858, 1.9340, -1.6927], [-7.0853, 0.1988, -1.3922], [-5.7694, -0.3257, -0.3836], [-5.0028, -1.8376, -2.3177], [-6.5252, -2.2263, -1.5454], [-7.4452, -0.7970, -3.4860], [-6.0546, -1.2007, -4.2152], [-3.7652, -0.2334, -0.1168], [-5.6229, 1.4124, 0.8474], [-5.3201, 3.0745, 0.2814], [-5.0591, 2.6468, 1.9768], [-1.9539, 1.4592, 2.6936], [-2.5627, -0.0313, 1.9381], [-3.6592, 0.9956, 2.8316], [5.5148, -3.6245, 1.4406], [4.2713, -2.7524, 1.5050], [4.2464, -1.8896, 2.7547], [3.0894, -3.5525, 1.4179], [5.5437, -4.3025, 2.2989], [5.5135, -4.2281, 0.5329], [6.4217, -3.0186, 1.4554], [4.2369, -2.1111, 0.6227], [4.2370, -2.5101, 3.6538], [3.3502, -1.2693, 2.7737], [5.1190, -1.2381, 2.8079], [3.0758, -4.1343, 2.1860], [6.2077, 0.7499, 6.5065], [4.7529, 0.3092, 6.4909], [4.1504, 0.2886, 7.8864], [4.6173, -0.9640, 5.8605], [6.8058, 0.0540, 7.1019], [6.6135, 0.7652, 5.4951], [6.3147, 1.7449, 6.9403], [4.1769, 0.9875, 5.8585], [4.6920, -0.4196, 8.5202], [3.1064, -0.0217, 7.8478], [4.2052, 1.2721, 8.3548], [5.1112, -1.6059, 6.3833]], "forces_ev_per_a": [[0.02, 0.01, -0.04], [-0.01, 0.02, 0.11], [-0.08, -0.03, -0.01], [0.21, -0.15, -0.11], [-0.04, 0.10, -0.04], [0.12, -0.09, 0.06], [-0.10, -0.02, -0.05], [0.09, -0.11, -0.01], [0.11, 0.04, -0.05], [0.12, -0.10, 0.05], [0.06, -0.27, -0.10], [0.12, -0.06, -0.16], [0.00, 0.04, -0.01], [0.04, -0.01, 0.08], [-0.26, 0.03, -0.01], [0.07, 0.02, 0.04], [0.11, 0.07, -0.32], [0.08, -0.12, 0.03], [-0.09, 0.01, -0.09], [0.15, -0.16, 0.18], [-0.06, -0.11, -0.15], [-0.01, 0.05, -0.13], [-0.13, -0.08, 0.10], [0.15, 0.21, -0.05], [-0.16, 0.19, -0.23], [0.12, 0.01, 0.15], [-0.08, 0.09, -0.09], [-0.17, -0.12, -0.07], [-0.05, 0.02, 0.02], [0.00, 0.00, -0.06], [0.03, -0.01, 0.01], [0.05, -0.01, 0.00], [-0.03, 0.02, -0.01], [-0.17, 0.10, -0.05], [-0.12, 0.02, 0.09], [-0.03, -0.03, 0.09], [0.02, -0.10, -0.05], [-0.11, 0.11, 0.15], [-0.07, 0.11, -0.09], [-0.02, 0.07, -0.02], [0.05, 0.00, 0.10], [0.02, 0.06, 0.04], [0.00, 0.01, -0.04], [-0.06, 0.00, 0.03], [0.02, 0.01, -0.02], [-0.04, 0.11, -0.06], [-0.12, 0.06, -0.02], [-0.13, -0.06, 0.18], [-0.05, 0.14, 0.02], [0.08, -0.02, 0.14], [0.12, 0.00, 0.08], [0.02, 0.12, -0.02], [0.06, -0.04, 0.09], [0.01, -0.01, 0.02], [0.05, 0.02, 0.00], [-0.03, -0.03, 0.04], [0.05, -0.02, -0.01], [-0.07, -0.11, 0.00], [0.00, -0.02, 0.00], [0.02, 0.09, 0.10], [0.05, -0.08, 0.06], [-0.06, -0.04, 0.01], [-0.01, 0.05, -0.03], [0.02, -0.09, 0.04], [0.10, 0.03, 0.05], [0.05, 0.06, 0.05], [-0.04, -0.05, -0.05], [0.07, 0.01, 0.10], [-0.10, -0.01, -0.06], [0.00, 0.02, -0.05], [0.02, 0.03, 0.02], [0.00, 0.01, 0.00], [0.00, 0.01, 0.01], [-0.01, -0.03, -0.02], [0.04, 0.00, 0.00], [0.01, 0.01, -0.01], [0.01, -0.01, 0.01], [-0.02, 0.01, 0.00], [0.01, -0.03, -0.06], [0.05, 0.02, 0.07], [-0.05, -0.05, -0.02], [0.00, 0.00, 0.03], [0.00, 0.02, 0.03], [-0.01, 0.00, 0.00], [-0.01, 0.00, 0.01], [-0.01, -0.01, -0.01], [0.02, 0.02, 0.01], [0.00, 0.01, -0.01], [0.01, 0.00, 0.00], [-0.01, 0.00, -0.01]], "lowdin_charge": [-0.12, -0.19, -0.25, -0.16, -0.18, -0.20, -0.18, -0.18, -0.12, -0.31, -0.24, 0.57, -0.27, -0.26, -0.32, 0.48, -0.12, -0.14, -0.13, -0.30, -0.18, -0.20, -0.28, 0.00, -0.38, 0.96, -0.31, -0.28, 0.09, 0.08, 0.08, 0.12, 0.13, 0.10, 0.10, 0.11, 0.11, 0.09, 0.11, 0.10, 0.11, 0.11, 0.11, 0.12, 0.11, 0.13, 0.11, 0.02, 0.08, 0.09, 0.13, 0.10, 0.08, 0.12, 0.09, 0.10, 0.11, 0.07, 0.06, 0.09, 0.03, 0.00, 0.03, 0.03, 0.03, 0.03, -0.06, -0.50, -0.07, -0.06, 0.08, 0.08, 0.08, 0.12, 0.07, 0.08, 0.08, 0.08, -0.06, -0.50, -0.06, -0.06, 0.08, 0.08, 0.08, 0.14, 0.08, 0.08, 0.08, 0.09], "homo_energy_ev": -8.14, "fmax_ev_per_a": 0.35, "smiles": "COCCCCCCC[C@H]1OS(=O)(=O)[C@H](P(=N)(O)O)[C@H](CCCN)[C@@H]1P(C)C.CC(C)O.CC(C)O", "mol_weight_g_mol": 580.7, "spin_multiplicity": 1, "energy_ha": -2701.07916}

2.
{"formula": "C23H55BrNO9S2", "method": "the ωB97M-V functional and the def2-TZVPD basis", "symbols": ["C", "C", "C", "Br", "S", "O", "O", "N", "S", "O", "O", "C", "C", "C", "C", "O", "H", "H", "H", "H", "H", "H", "H", "H", "H", "H", "H", "H", "H", "H", "H", "C", "C", "O", "C", "C", "H", "H", "H", "H", "H", "H", "H", "H", "H", "H", "C", "C", "O", "C", "C", "H", "H", "H", "H", "H", "H", "H", "H", "H", "H", "C", "C", "O", "C", "C", "H", "H", "H", "H", "H", "H", "H", "H", "H", "H", "C", "C", "O", "C", "C", "H", "H", "H", "H", "H", "H", "H", "H", "H", "H"], "xyz": [[3.0914, 2.4982, -0.8567], [3.2441, 1.1678, -1.6029], [3.4701, -0.0672, -0.7405], [4.8663, 0.2665, 0.5722], [2.0006, -0.7356, 0.0910], [1.3210, 0.3588, 0.7682], [2.4802, -1.8096, 0.9252], [1.2854, -1.2113, -1.2446], [-0.2538, -1.6344, -1.2742], [-0.5988, -2.5038, -0.1664], [-0.5382, -2.1014, -2.6170], [-1.2535, -0.1819, -1.0509], [-1.1913, 0.8027, -2.2237], [-1.4209, 2.2582, -1.8020], [-0.4500, 2.7043, -0.7127], [-1.0253, 2.5624, 0.5894], [2.5866, 3.2181, -1.5062], [4.0657, 2.9150, -0.6087], [2.4936, 2.3907, 0.0457], [2.3919, 0.9657, -2.2539], [4.1206, 1.2504, -2.2535], [3.8068, -0.8998, -1.3507], [-0.9944, 0.2636, -0.0952], [-2.2535, -0.6110, -0.9590], [-1.9432, 0.4976, -2.9538], [-0.2292, 0.7226, -2.7362], [-2.4500, 2.4400, -1.4859], [-1.2373, 2.8963, -2.6721], [-0.1502, 3.7474, -0.8572], [0.4357, 2.0718, -0.7629], [-0.3542, 2.1534, 1.1509], [-4.4826, -7.0107, -0.2044], [-3.2874, -7.7081, 0.4249], [-2.1332, -7.7389, -0.3870], [-1.5798, -6.4613, -0.7054], [-1.1404, -5.6505, 0.4969], [-4.7064, -7.4446, -1.1806], [-5.3563, -7.1234, 0.4397], [-4.3053, -5.9434, -0.3399], [-3.5347, -8.7572, 0.6035], [-3.0624, -7.2610, 1.4001], [-2.2810, -5.8835, -1.3165], [-0.7209, -6.6851, -1.3377], [-1.9845, -5.3442, 1.1183], [-0.6428, -4.7404, 0.1636], [-0.4524, -6.2310, 1.1171], [-2.9903, -8.5076, 6.8407], [-3.7258, -8.4629, 5.5110], [-3.2192, -7.5068, 4.6028], [-1.8666, -7.6842, 4.2079], [-1.6010, -9.0049, 3.5076], [-2.9567, -7.5144, 7.2906], [-3.5045, -9.1840, 7.5253], [-1.9657, -8.8649, 6.7300], [-4.7636, -8.1695, 5.6743], [-3.7434, -9.4608, 5.0561], [-1.1962, -7.5623, 5.0665], [-1.6640, -6.8571, 3.5275], [-1.7273, -9.8605, 4.1741], [-0.5784, -9.0255, 3.1301], [-2.2823, -9.1251, 2.6658], [-2.6199, 7.7313, -1.3473], [-1.7967, 6.7737, -2.1927], [-2.5324, 5.6793, -2.7037], [-3.6115, 5.9954, -3.5599], [-3.2038, 6.7372, -4.8224], [-3.1300, 7.1894, -0.5500], [-1.9669, 8.4800, -0.8968], [-3.3713, 8.2596, -1.9368], [-1.0172, 6.3193, -1.5809], [-1.2941, 7.3163, -3.0028], [-4.3830, 6.5589, -3.0211], [-4.0466, 5.0310, -3.8228], [-2.8262, 7.7381, -4.6074], [-4.0657, 6.8439, -5.4827], [-2.4255, 6.1861, -5.3519], [5.2178, 7.7904, -0.8498], [5.0357, 6.7215, 0.2153], [5.6037, 5.4714, -0.1204], [7.0015, 5.4555, -0.3334], [7.8168, 5.8796, 0.8770], [4.8491, 7.4337, -1.8125], [4.6595, 8.6859, -0.5730], [6.2637, 8.0773, -0.9707], [3.9744, 6.5137, 0.3525], [5.4195, 7.0763, 1.1796], [7.2688, 6.0656, -1.2051], [7.2295, 4.4199, -0.5862], [7.6704, 6.9325, 1.1238], [8.8788, 5.7318, 0.6764], [7.5404, 5.2835, 1.7474]], "forces_ev_per_a": [[-0.12, -0.01, -0.27], [0.26, 0.15, 0.05], [-0.14, 0.14, -0.07], [0.07, -0.08, 0.04], [0.15, -0.27, -0.21], [-0.03, 0.06, 0.04], [-0.15, 0.18, -0.03], [-0.14, 0.31, 0.13], [0.07, -0.27, -0.11], [-0.03, 0.06, -0.14], [0.07, 0.00, 0.24], [-0.17, 0.03, -0.16], [-0.25, -0.09, 0.16], [0.37, 0.06, -0.21], [-0.17, -0.18, 0.14], [0.10, 0.03, 0.05], [0.03, 0.00, 0.02], [-0.02, -0.01, 0.16], [0.07, -0.02, 0.05], [-0.09, -0.08, 0.12], [-0.08, -0.04, -0.08], [0.09, -0.03, 0.07], [0.13, -0.04, 0.00], [-0.03, 0.09, 0.08], [0.07, 0.05, -0.09], [0.08, 0.00, 0.13], [0.01, -0.01, 0.10], [-0.17, -0.01, -0.04], [-0.02, 0.03, -0.02], [0.13, 0.11, -0.09], [-0.08, -0.06, -0.07], [0.06, 0.06, -0.07], [-0.03, -0.05, 0.07], [-0.03, -0.02, -0.05], [0.05, 0.05, 0.00], [-0.01, -0.10, 0.04], [-0.01, -0.01, 0.01], [0.00, -0.01, 0.00], [-0.01, 0.00, 0.02], [0.01, 0.00, 0.00], [-0.04, 0.03, -0.01], [-0.02, 0.00, 0.01], [0.00, -0.01, 0.00], [0.00, 0.04, -0.03], [-0.01, 0.01, 0.04], [0.01, 0.00, -0.02], [0.04, 0.03, -0.02], [-0.03, -0.02, 0.01], [-0.02, 0.02, 0.00], [0.06, 0.02, -0.03], [-0.07, -0.04, 0.04], [-0.01, 0.00, 0.01], [-0.01, 0.01, 0.00], [-0.01, -0.02, 0.00], [0.00, 0.00, 0.00], [0.02, 0.00, 0.00], [-0.02, -0.01, 0.01], [-0.01, 0.00, 0.00], [0.04, 0.02, 0.02], [0.00, 0.02, -0.02], [0.04, -0.02, -0.03], [-0.05, -0.02, -0.02], [0.05, 0.02, 0.03], [0.02, -0.06, -0.01], [-0.04, 0.00, -0.01], [0.05, 0.02, 0.02], [0.01, 0.00, 0.01], [0.01, -0.01, 0.01], [0.02, 0.01, -0.01], [0.00, -0.01, 0.00], [-0.02, 0.00, -0.01], [0.02, 0.02, 0.00], [0.00, 0.00, 0.00], [-0.02, 0.01, 0.00], [0.00, -0.01, -0.01], [-0.01, -0.01, -0.01], [0.04, -0.03, -0.03], [-0.04, 0.02, 0.02], [-0.03, -0.04, -0.02], [0.04, -0.02, -0.01], [-0.04, 0.03, 0.03], [-0.01, 0.01, 0.00], [-0.01, 0.00, 0.00], [0.00, 0.01, 0.02], [0.00, 0.00, 0.00], [0.02, 0.00, -0.01], [-0.01, 0.02, 0.01], [-0.01, 0.00, 0.00], [0.02, 0.00, -0.02], [0.00, -0.01, 0.00], [0.01, -0.01, 0.00]], "lowdin_charge": [-0.14, -0.32, -0.76, 0.71, 0.46, -0.35, -0.35, -0.33, 0.51, -0.35, -0.35, -0.25, -0.22, -0.18, -0.26, -0.08, 0.07, 0.04, 0.06, 0.10, 0.10, 0.07, 0.07, 0.10, 0.11, 0.10, 0.12, 0.10, 0.10, 0.08, 0.07, -0.08, -0.30, -0.17, -0.26, -0.07, 0.08, 0.07, 0.07, 0.11, 0.09, 0.11, 0.12, 0.07, 0.05, 0.08, -0.08, -0.29, -0.16, -0.27, -0.07, 0.08, 0.07, 0.06, 0.12, 0.11, 0.11, 0.11, 0.07, 0.08, 0.06, -0.08, -0.28, -0.16, -0.28, -0.08, 0.08, 0.07, 0.06, 0.11, 0.11, 0.11, 0.12, 0.06, 0.07, 0.08, -0.08, -0.28, -0.16, -0.28, -0.08, 0.08, 0.07, 0.06, 0.12, 0.11, 0.11, 0.12, 0.06, 0.07, 0.08], "homo_energy_ev": -6.07, "total_charge": -1, "fmax_ev_per_a": 0.43, "mol_weight_g_mol": 633.7, "spin_multiplicity": 1, "energy_ha": -5011.63445}